{"formula": "CH2OS2", "method": "ωB97M-V with the def2-TZVPD basis set", "homo_lumo_gap_ha": 0.34636, "relative_energy_kcal_mol": 29.4, "elements": ["O", "C", "S", "S", "H", "H"], "xyz": [[1.692970, -0.319778, -0.020905], [0.252980, -0.215776, 0.145502], [-0.679326, -1.425754, 0.325063], [-0.440173, 1.505810, -0.309993], [2.105881, 0.567360, -0.431393], [0.744457, 2.004623, -0.515490]], "atomic_forces_ev_per_a": [[-1.4, 2.9, -0.7], [3.5, 3.7, -2.4], [-1.4, -2.1, 0.9], [0.1, -2.2, 0.9], [-1.6, -2.9, 1.5], [0.9, 0.7, -0.2]], "lowdin_charge": [-0.165, -1.219, 0.748, 0.703, 0.136, -0.203]}